{"formula": "C61H141N7O11", "method": "ωB97M-V/def2-TZVPD", "symbols": ["C", "C", "C", "C", "C", "C", "N", "O", "C", "C", "C", "H", "H", "H", "H", "H", "H", "H", "H", "H", "H", "H", "H", "H", "H", "H", "H", "H", "H", "H", "C", "C", "C", "C", "C", "C", "N", "O", "C", "C", "C", "H", "H", "H", "H", "H", "H", "H", "H", "H", "H", "H", "H", "H", "H", "H", "H", "H", "H", "H", "C", "C", "C", "C", "C", "C", "N", "O", "C", "C", "C", "H", "H", "H", "H", "H", "H", "H", "H", "H", "H", "H", "H", "H", "H", "H", "H", "H", "H", "H", "C", "C", "C", "C", "C", "C", "N", "O", "C", "C", "C", "H", "H", "H", "H", "H", "H", "H", "H", "H", "H", "H", "H", "H", "H", "H", "H", "H", "H", "H", "C", "C", "C", "C", "C", "C", "N", "O", "C", "C", "C", "H", "H", "H", "H", "H", "H", "H", "H", "H", "H", "H", "H", "H", "H", "H", "H", "H", "H", "H", "C", "C", "O", "H", "H", "H", "H", "H", "H", "C", "C", "O", "H", "H", "H", "H", "H", "H", "C", "C", "O", "H", "H", "H", "H", "H", "H", "C", "C", "O", "H", "H", "H", "H", "H", "H", "C", "C", "C", "O", "C", "N", "H", "H", "H", "H", "H", "H", "H", "H", "H", "H", "H", "C", "C", "C", "O", "C", "N", "H", "H", "H", "H", "H", "H", "H", "H", "H", "H", "H"], "xyz": [[3.3185, 7.6962, 0.4363], [1.9388, 7.8664, 1.1077], [0.7995, 7.5478, 0.0778], [0.6169, 6.0417, -0.1804], [0.3515, 5.3056, 1.1203], [1.5131, 5.5000, 2.0569], [1.6650, 6.9605, 2.2484], [2.7769, 7.1265, 3.1053], [1.2155, 4.9452, 3.4975], [2.7698, 4.7516, 1.5277], [1.7962, 9.2601, 1.7237], [4.0375, 7.4716, 1.2802], [3.6480, 8.7100, 0.1007], [3.3982, 6.9342, -0.3321], [-0.1571, 7.9141, 0.4277], [1.1323, 7.9823, -0.8583], [1.5610, 5.5848, -0.6242], [-0.1141, 5.7662, -0.9331], [0.0103, 4.2563, 1.0422], [-0.4099, 5.9624, 1.6319], [0.9749, 3.8683, 3.4745], [2.1060, 4.9580, 4.1300], [0.3282, 5.4895, 3.9448], [2.3761, 3.7290, 1.3579], [3.2337, 5.1170, 0.6636], [3.4842, 4.6527, 2.3557], [1.5969, 9.9854, 0.9098], [2.6934, 9.4733, 2.2914], [0.9496, 9.2030, 2.4060], [2.4277, 7.6171, 3.8108], [0.1253, -0.1953, 8.3932], [-0.8092, -0.2713, 7.1426], [-1.0195, 1.1601, 6.5439], [0.2326, 1.6472, 5.8510], [0.7811, 0.6738, 4.8435], [1.1213, -0.6596, 5.4253], [-0.1706, -1.0519, 6.0392], [0.0897, -2.3358, 6.5732], [1.4415, -1.7400, 4.3489], [2.3668, -0.6116, 6.3495], [-2.0779, -0.9854, 7.4879], [0.6143, -1.1389, 8.5962], [-0.3886, 0.0487, 9.3405], [0.8851, 0.5611, 8.2871], [-1.8089, 1.0164, 5.8046], [-1.3645, 1.8809, 7.2687], [1.0149, 1.8217, 6.6145], [0.0150, 2.5875, 5.3657], [1.6973, 1.1114, 4.4068], [0.1336, 0.5651, 3.9567], [0.6775, -1.8548, 3.5444], [2.3011, -1.3736, 3.8063], [1.6185, -2.6872, 4.8453], [2.2586, -1.5496, 6.8993], [3.2647, -0.5179, 5.7407], [2.4310, 0.2099, 7.0412], [-1.8668, -1.8681, 8.0780], [-2.7193, -1.1653, 6.6248], [-2.6605, -0.3943, 8.1818], [-0.6100, -2.9140, 6.2080], [2.9460, 2.7413, -5.2479], [4.3646, 2.9147, -4.6394], [4.7070, 4.3997, -4.5172], [4.0148, 5.1464, -3.3714], [4.2763, 4.4494, -2.0672], [3.8879, 2.9170, -2.1107], [4.5634, 2.3497, -3.2851], [4.1953, 0.9809, -3.3489], [4.5923, 2.2030, -0.9348], [2.3979, 2.6922, -2.0683], [5.3309, 2.1216, -5.4885], [2.9657, 2.9206, -6.2917], [2.1824, 3.3025, -4.7604], [2.6474, 1.7388, -5.1002], [5.7881, 4.5954, -4.4701], [4.4657, 4.9233, -5.4874], [2.9649, 5.1911, -3.5652], [4.2545, 6.2111, -3.2144], [3.7607, 4.9332, -1.2003], [5.3903, 4.4874, -1.9150], [4.1981, 2.6228, 0.0062], [4.3480, 1.1323, -1.0097], [5.6846, 2.2672, -0.9253], [2.2285, 1.6115, -2.1487], [2.0143, 3.0841, -1.0948], [1.7948, 3.2396, -2.8274], [5.2188, 2.3847, -6.5721], [5.1297, 1.0444, -5.4186], [6.3691, 2.2782, -5.1855], [4.9497, 0.4126, -3.1414], [-6.4333, -1.7384, -1.7566], [-6.4366, -3.1366, -1.1900], [-5.2676, -3.3458, -0.2581], [-5.3809, -2.5584, 1.0079], [-6.6244, -2.8766, 1.7570], [-7.8979, -2.7133, 0.8481], [-7.6661, -3.4073, -0.4235], [-8.7601, -3.0278, -1.3000], [-9.0840, -3.4565, 1.5255], [-8.2622, -1.1877, 0.7395], [-6.3392, -4.2072, -2.3119], [-5.7565, -1.8485, -2.6256], [-6.0863, -1.0581, -1.0054], [-7.4395, -1.4482, -2.1587], [-5.3007, -4.4159, -0.0317], [-4.3314, -3.1644, -0.7528], [-5.3657, -1.4738, 0.8544], [-4.4940, -2.7200, 1.6836], [-6.7795, -2.0745, 2.5161], [-6.5320, -3.8729, 2.2316], [-9.9892, -3.3200, 0.9738], [-8.8544, -4.5115, 1.6344], [-9.3137, -2.9967, 2.4980], [-8.7496, -0.7843, 1.6022], [-7.5102, -0.5316, 0.4344], [-9.0192, -1.2716, -0.0385], [-5.3108, -4.3427, -2.6317], [-7.0043, -3.9001, -3.1776], [-6.6062, -5.1863, -1.9396], [-9.2569, -3.8339, -1.3389], [4.4869, -2.9881, 0.8034], [4.1883, -4.3730, 1.3553], [3.6038, -4.2501, 2.7965], [3.0457, -5.5356, 3.3166], [1.9480, -5.9384, 2.3299], [2.3891, -6.1910, 0.8888], [3.1990, -5.0353, 0.4533], [3.8364, -5.3919, -0.8141], [3.2230, -7.4738, 0.7247], [1.2331, -6.2228, -0.1304], [5.4848, -5.2119, 1.3613], [4.9082, -3.1297, -0.1982], [5.2550, -2.6124, 1.4410], [3.6443, -2.2988, 0.7592], [4.4641, -3.8930, 3.3634], [2.8982, -3.4244, 2.8216], [2.7289, -5.4204, 4.3453], [3.8550, -6.2579, 3.3246], [1.2199, -5.0764, 2.3581], [1.4426, -6.8507, 2.6373], [4.2435, -7.2616, 0.8567], [2.9383, -8.2227, 1.4683], [3.1683, -7.7576, -0.3204], [1.5644, -6.3169, -1.1589], [0.6137, -7.0867, 0.1093], [0.6233, -5.3773, 0.0111], [6.1929, -4.8265, 2.1034], [5.8844, -5.1350, 0.3811], [5.3322, -6.2552, 1.6046], [3.6037, -4.6323, -1.3985], [-5.0335, 1.5684, 1.4632], [-3.8744, 1.9653, 0.5619], [-2.8887, 2.6001, 1.3421], [-5.4192, 2.4298, 2.0139], [-4.7274, 0.7885, 2.1524], [-5.7425, 1.0808, 0.7851], [-4.2575, 2.6827, -0.1657], [-3.4320, 1.0702, 0.0873], [-2.1241, 2.8155, 0.7493], [2.8281, -1.7267, -4.8562], [3.2672, -1.8977, -3.3708], [2.8949, -3.1568, -2.7028], [3.1775, -2.4859, -5.5489], [3.1773, -0.7176, -5.1043], [1.7283, -1.8296, -4.8237], [2.9278, -1.0300, -2.7599], [4.4019, -1.8349, -3.3352], [1.9807, -3.0782, -2.3376], [-0.2189, -5.2450, -3.8143], [-0.9688, -4.2226, -4.6475], [-1.4457, -3.2043, -3.6874], [-0.9484, -5.7369, -3.1867], [0.6465, -4.8951, -3.2459], [0.2080, -6.0605, -4.4083], [-1.8267, -4.6959, -5.1269], [-0.3486, -3.7909, -5.4441], [-2.1598, -2.7027, -4.1394], [-1.9269, 3.5444, -2.5776], [-1.1604, 2.3138, -2.0882], [-0.7644, 2.5965, -0.7010], [-2.4139, 3.3915, -3.5275], [-1.3020, 4.4366, -2.6405], [-2.7128, 3.7776, -1.8713], [-0.3214, 2.1979, -2.8255], [-1.7083, 1.3551, -1.9983], [-0.3187, 1.7289, -0.3964], [-3.8964, 0.1876, -3.5379], [-3.4169, -0.2971, -4.8713], [-1.9420, 0.0210, -5.1698], [-1.7788, 1.3583, -5.3240], [-0.4253, 1.6895, -5.6768], [-3.6508, -1.7440, -5.1063], [-4.9616, 0.1634, -3.3607], [-3.4397, 1.1785, -3.5270], [-3.4011, -0.4193, -2.7184], [-4.0415, 0.2392, -5.6490], [-1.6773, -0.4788, -6.0844], [-1.3371, -0.4024, -4.3484], [-0.2679, 2.7848, -5.6355], [-0.0463, 1.3784, -6.7015], [0.1326, 1.1826, -4.9193], [-4.5817, -2.0676, -4.8245], [-3.6513, -1.9515, -6.0991], [-1.5108, -1.8407, -0.2876], [-0.2166, -1.7350, -0.9987], [0.8897, -1.1564, -0.1548], [0.5478, 0.1737, 0.2165], [1.2099, 0.7090, 1.3756], [0.3578, -3.0306, -1.4731], [-1.3879, -2.3539, 0.6744], [-2.2445, -2.3816, -0.9082], [-1.8955, -0.7889, -0.1416], [-0.3197, -1.0588, -1.8752], [1.8818, -1.2409, -0.6637], [1.0147, -1.8071, 0.7624], [1.2487, -0.0081, 2.2279], [0.5757, 1.5794, 1.6012], [2.2422, 1.0054, 1.2814], [0.4835, -3.6373, -0.6799], [-0.2984, -3.3684, -2.1936]], "forces_ev_per_angstrom": [[1.0, 1.1, 1.8], [-1.2, -1.3, -0.7], [0.8, -0.7, 0.0], [1.9, -1.3, -0.4], [-1.3, 1.5, 0.9], [1.1, -0.4, 0.8], [0.4, -0.3, -0.2], [1.2, -0.9, -0.6], [-0.9, -0.2, -0.5], [-1.3, -1.3, 2.3], [-0.4, -0.3, -1.0], [-0.6, 0.0, -1.1], [-0.3, -0.9, -0.3], [-0.1, 0.2, -0.1], [-0.2, 0.5, 0.0], [-0.4, 0.5, -0.2], [-0.8, 0.7, 0.4], [-0.5, 0.5, 0.0], [0.3, 0.6, -0.1], [-0.1, -1.1, -0.4], [-0.2, 0.3, -0.4], [-0.2, 0.6, 0.0], [1.2, -0.5, -0.4], [0.5, 0.3, -0.2], [0.5, 0.5, -1.0], [0.1, 0.2, -0.4], [0.3, -0.1, 0.6], [0.2, 0.4, -0.1], [-0.1, 0.3, 0.0], [-0.7, 1.0, 1.7], [-0.7, 0.1, 0.5], [1.9, 1.2, 0.1], [-0.3, -1.6, -0.3], [0.3, 0.1, 0.7], [0.9, 0.9, -1.7], [-0.6, -0.1, -0.2], [0.2, -0.6, 0.3], [-0.8, -1.5, 0.2], [-0.7, 1.0, -0.3], [-0.9, -0.5, -0.3], [-0.7, 0.3, 0.6], [0.1, -0.3, -0.2], [-0.3, 0.0, -0.6], [0.2, 0.2, -0.1], [-0.1, 0.3, -0.2], [-0.1, 0.1, 0.5], [-0.3, 0.2, -0.3], [0.1, 0.4, -0.1], [-0.1, 0.0, 0.2], [-0.2, -0.1, 0.6], [0.0, 0.1, 0.9], [0.7, -0.2, 0.0], [0.2, -0.1, -0.2], [0.9, 0.1, 0.1], [0.0, -0.5, -0.1], [-0.4, 0.3, 0.3], [0.0, -0.5, -0.3], [0.2, -0.3, -0.1], [-0.2, 0.5, 0.1], [0.5, 0.5, 0.2], [0.9, -0.1, 1.1], [-0.5, 0.1, 0.6], [0.6, 1.8, -1.5], [-0.2, 0.1, 0.2], [0.6, -1.2, 0.7], [1.6, 1.2, 0.1], [0.3, -0.2, -0.3], [-0.7, -0.6, -0.1], [-1.0, -0.1, 0.4], [-0.9, 0.5, 0.7], [0.4, 0.1, -1.6], [0.0, 0.4, -1.0], [-0.4, 0.9, 0.2], [-0.2, -1.4, 0.0], [0.0, -0.5, 0.4], [-0.1, -0.6, 0.7], [-1.0, -0.2, -0.2], [0.5, -0.3, -0.7], [0.5, -0.4, -0.8], [-0.9, 0.0, 0.2], [0.2, -0.3, -0.2], [-0.1, 0.3, 0.4], [-0.2, 0.4, -0.3], [-0.3, 0.3, 0.1], [0.2, -0.6, -0.5], [0.7, -0.4, 0.4], [0.2, -0.1, 0.8], [-0.1, 0.4, 0.0], [-0.1, 0.1, 0.0], [0.2, 0.6, 0.0], [-0.4, -0.5, -1.8], [-0.5, -0.5, -0.1], [-0.2, -0.8, 0.3], [1.6, 0.7, 1.1], [-1.4, 0.4, 0.4], [0.5, 0.0, 1.7], [-0.5, 0.2, -0.3], [0.5, 0.0, 0.2], [0.7, 1.0, 0.4], [-1.5, -2.4, -0.9], [-0.9, 0.9, -0.5], [0.0, 0.8, 0.4], [0.3, 0.7, -0.1], [1.0, -0.2, 0.5], [0.3, -0.1, 0.3], [0.4, 0.2, -0.5], [0.1, -0.1, -0.4], [-0.7, 0.0, -0.7], [0.2, -0.9, 0.0], [-0.4, 0.4, -0.2], [-0.6, -0.1, -0.7], [0.0, -0.1, 0.1], [0.4, -0.3, 0.0], [-0.1, -0.1, 0.8], [1.4, 0.8, -0.5], [-0.1, 0.8, -0.1], [0.2, 0.4, -0.3], [0.8, -0.6, 0.9], [-0.5, -0.2, 0.2], [-0.5, -0.6, -0.2], [0.2, -0.9, -0.5], [-0.8, -1.4, 0.1], [1.2, 0.8, -1.0], [0.3, -0.2, -0.9], [-1.1, 0.5, 0.3], [1.4, 0.7, -1.0], [-0.2, 1.2, -0.5], [-0.5, 1.0, 0.5], [-1.0, 0.0, 0.2], [0.2, -1.5, 1.2], [-0.1, 0.7, 1.1], [-0.1, 0.3, 0.1], [0.7, 0.8, 0.4], [-0.1, -0.2, 0.1], [0.0, 0.0, 0.4], [-0.4, -0.1, -0.1], [-0.5, -0.1, 0.1], [0.1, -0.4, 0.1], [0.3, -0.9, -0.2], [-0.3, 0.0, 0.2], [1.1, 0.1, 0.3], [-0.2, -0.3, -0.5], [-0.3, -0.7, 0.1], [0.2, 0.1, 0.1], [-0.2, -0.2, -0.1], [-0.8, 1.1, 0.0], [0.0, 0.1, -0.2], [0.7, -0.2, -0.8], [0.0, 0.1, 0.1], [0.1, -0.5, 0.3], [0.5, -0.5, -0.7], [0.1, 0.1, 0.6], [1.1, 0.4, -0.2], [-0.2, -0.2, -0.2], [0.2, 0.0, 0.3], [-0.5, 0.4, 0.3], [0.0, -0.2, -0.5], [-0.4, 0.3, -0.2], [-0.8, -0.3, 0.5], [-0.8, -0.2, 1.9], [1.2, -0.8, 0.5], [0.5, 1.2, -1.0], [0.4, 0.0, 0.1], [-0.4, -0.2, -0.4], [0.3, 0.5, -0.4], [-0.1, -0.6, -0.5], [-1.2, -0.3, 0.1], [0.0, 0.2, 0.0], [0.3, -0.8, -0.6], [0.1, 0.6, 1.1], [0.1, -0.6, -1.5], [0.0, 0.0, 0.6], [-0.4, 0.4, 0.0], [-0.2, 0.2, -0.4], [-0.1, 0.0, 0.0], [0.0, 0.2, 0.3], [0.1, -0.1, 0.2], [-0.4, -0.4, 0.6], [0.3, 0.5, 0.3], [1.2, -1.9, -0.6], [0.0, -0.2, -0.5], [0.3, -0.2, 0.0], [-0.3, 0.1, 0.3], [-0.2, -0.2, 1.1], [-0.2, 0.6, -0.7], [-0.7, 1.7, -0.5], [1.9, -0.6, 1.0], [-1.6, -0.2, -2.1], [-1.1, -1.7, 0.8], [0.6, 2.4, -0.9], [-0.3, 0.4, -0.5], [0.0, -0.5, 0.3], [-0.2, 0.2, -0.2], [-0.6, 0.3, 0.6], [-0.5, 0.6, -0.7], [0.8, -0.1, 0.6], [0.3, -0.6, -0.6], [0.2, 0.1, -0.1], [-0.4, -0.6, 0.3], [-0.9, -0.1, 1.0], [1.2, -0.1, 0.4], [0.4, 0.5, 0.3], [0.3, 0.2, -0.1], [-1.3, 0.9, 0.1], [2.0, -0.3, -1.2], [0.8, -0.2, 1.1], [0.9, -0.1, 0.4], [-1.1, -0.4, 0.4], [-0.9, 1.3, -0.8], [-0.2, 0.1, -0.1], [0.3, 0.1, 0.3], [0.2, -1.1, 0.2], [0.0, -0.5, 0.2], [-0.7, 0.4, 0.1], [-0.2, 0.6, -0.5], [-0.6, 0.3, -0.7], [0.5, -0.2, 0.4], [0.5, 0.3, -0.9], [-0.2, -0.4, 0.0], [0.4, -0.2, 0.8]], "smiles": "CC1(C)CCCC(C)(C)N1O.CC1(C)CCCC(C)(C)N1O.CC1(C)CCCC(C)(C)N1O.CC1(C)CCCC(C)(C)N1O.CC1(C)CCCC(C)(C)N1O.COC[C@H](C)N.COC[C@H](C)N.CCO.CCO.CCO.CCO", "de_lowest_kcal_mol": 68.27, "spin_multiplicity": 1, "lumo_energy_ev": 0.473, "homo_ev": -7.96}